Record 1
DFT (ωB97M-V/def2-TZVPD) results for a cluster of 12 separate species, C75H169BN11O25 in total in a non-equilibrium geometry.

Geometry (Å):
O (-1.52102, 1.38960, -2.53682)
C (-1.15913, 0.95312, -1.43150)
O (-0.31101, 1.53684, -0.57066)
B (-0.21320, 0.65701, 0.67390)
O (-1.00087, -0.53972, 0.34048)
C (-1.67474, -0.36676, -0.80909)
O (-2.49126, -1.09111, -1.40979)
O (-0.72234, 1.31679, 1.88600)
C (0.20130, 1.34137, 2.82272)
O (0.12503, 1.80092, 3.98377)
C (1.48292, 0.64300, 2.27260)
O (1.22940, 0.40461, 0.98463)
O (2.48760, 0.53663, 2.96061)
C (-3.19844, -9.43757, -8.00610)
C (-1.90477, -8.67179, -8.41774)
C (-2.25335, -7.73977, -9.51703)
C (-2.96809, -6.45253, -9.06400)
C (-2.20699, -5.77668, -7.96978)
C (-1.75533, -6.67586, -6.77697)
N (-1.21548, -8.01824, -7.20665)
O (-0.89669, -8.84682, -6.11341)
C (-0.53968, -5.93033, -6.10725)
C (-2.90099, -6.82246, -5.80797)
C (-0.95307, -9.77072, -9.01974)
H (-2.91505, -10.21619, -7.29792)
H (-3.71077, -9.89375, -8.85317)
H (-3.90253, -8.75999, -7.52315)
H (-1.36551, -7.54105, -10.11732)
H (-2.86591, -8.30093, -10.22271)
H (-4.00571, -6.64831, -8.79361)
H (-2.92933, -5.73260, -9.88150)
H (-2.79979, -4.94371, -7.59182)
H (-1.32692, -5.27132, -8.36749)
H (-0.83177, -5.00513, -5.61047)
H (-0.04189, -6.58445, -5.39141)
H (0.26871, -5.81806, -6.82976)
H (-3.02140, -5.85206, -5.32638)
H (-3.79923, -7.10632, -6.35633)
H (-2.69623, -7.49537, -4.97529)
H (0.02997, -9.29982, -9.01873)
H (-1.33612, -10.39587, -9.82631)
H (-0.76109, -10.52365, -8.25531)
H (0.05725, -8.95328, -6.12885)
C (11.22408, -0.98362, -1.19670)
C (11.21073, -2.41011, -0.65237)
C (11.71719, -2.31933, 0.88333)
C (10.62510, -1.89850, 1.88436)
C (9.40013, -2.82285, 1.72841)
C (8.84685, -2.90018, 0.32279)
N (9.88862, -3.11449, -0.66761)
O (9.38459, -3.34444, -1.95639)
C (7.86063, -4.08199, 0.31219)
C (8.13744, -1.60010, 0.08218)
C (12.27436, -3.10773, -1.47316)
H (10.61792, -0.22046, -0.70859)
H (10.93302, -0.94485, -2.24641)
H (12.19288, -0.48818, -1.13297)
H (12.10902, -3.28821, 1.19288)
H (12.49405, -1.55937, 0.96723)
H (10.30885, -0.86269, 1.76104)
H (11.01683, -2.00453, 2.89599)
H (8.61914, -2.60491, 2.45686)
H (9.73394, -3.82465, 1.99874)
H (7.45708, -4.16596, 1.32125)
H (7.05764, -4.08964, -0.42484)
H (8.39219, -5.01848, 0.14323)
H (8.72863, -0.69563, 0.22554)
H (7.73699, -1.48733, -0.92531)
H (7.32199, -1.68107, 0.80091)
H (12.19775, -4.14442, -1.14528)
H (13.27807, -2.69591, -1.36805)
H (12.05616, -3.08521, -2.54086)
H (9.67781, -4.23412, -2.16640)
C (-8.02797, 3.43828, -6.84860)
C (-9.04145, 3.07663, -5.82917)
C (-10.45928, 3.07931, -6.46008)
C (-10.78810, 1.89153, -7.38591)
C (-10.57588, 0.57182, -6.60593)
C (-9.14880, 0.45042, -5.98292)
N (-8.76265, 1.73452, -5.34242)
O (-7.61214, 1.59542, -4.52087)
C (-9.30376, -0.61180, -4.89182)
C (-8.18805, -0.02279, -7.08197)
C (-9.02937, 4.09225, -4.68727)
H (-8.28627, 3.06069, -7.83795)
H (-7.00766, 3.11213, -6.64689)
H (-8.01028, 4.52810, -6.85816)
H (-11.20098, 3.29096, -5.68990)
H (-10.56429, 3.90350, -7.16563)
H (-10.13448, 2.00854, -8.25030)
H (-11.82381, 1.84087, -7.72182)
H (-10.81312, -0.34736, -7.14159)
H (-11.25613, 0.55955, -5.75433)
H (-9.60779, -1.59297, -5.25644)
H (-8.46497, -0.76087, -4.21188)
H (-10.06179, -0.21009, -4.21942)
H (-7.14974, -0.15527, -6.77789)
H (-8.58402, -0.95561, -7.48343)
H (-8.14703, 0.64801, -7.94013)
H (-9.58404, 3.71762, -3.82697)
H (-9.38542, 5.09281, -4.93266)
H (-8.01866, 4.19687, -4.29280)
H (-6.96742, 1.21820, -5.12390)
C (-5.25838, -5.26336, 9.21259)
O (-4.05434, -4.48621, 9.10332)
C (-2.91934, -5.37405, 8.90397)
C (-1.72606, -4.57547, 8.26397)
N (-1.32980, -3.43566, 9.09330)
C (-0.50226, -2.49100, 8.39495)
C (-0.05134, -1.52630, 9.46525)
O (0.75252, -2.29949, 10.38638)
C (1.32139, -1.54677, 11.48940)
H (-6.05232, -4.58714, 9.52958)
H (-5.08430, -6.06614, 9.92907)
H (-5.53660, -5.59269, 8.21148)
H (-3.05924, -6.18525, 8.18948)
H (-2.61102, -5.82492, 9.84724)
H (-2.16797, -4.19596, 7.34268)
H (-0.96297, -5.29690, 7.97182)
H (-0.72277, -3.75612, 9.83420)
H (-1.13074, -1.89236, 7.73561)
H (0.37218, -2.95881, 7.94261)
H (-0.92061, -1.06408, 9.93305)
H (0.52839, -0.72179, 9.01272)
H (2.23791, -1.00187, 11.26323)
H (1.61123, -2.23977, 12.27924)
H (0.56861, -0.99792, 12.05525)
C (-1.35785, 7.27821, -6.24243)
O (-0.44549, 7.43469, -7.32431)
C (0.60092, 6.38586, -7.18436)
C (1.89940, 6.94163, -7.71174)
N (1.95001, 7.01152, -9.17898)
C (3.24719, 7.03697, -9.77987)
C (3.26697, 6.74989, -11.26271)
O (2.98462, 7.88743, -12.03123)
C (3.15401, 7.68246, -13.49287)
H (-1.78015, 6.29508, -6.03453)
H (-2.24497, 7.90531, -6.33117)
H (-0.95443, 7.51284, -5.25739)
H (0.33869, 5.47753, -7.72684)
H (0.82770, 6.21505, -6.13198)
H (2.77941, 6.39490, -7.37298)
H (2.02051, 7.97831, -7.39755)
H (1.49475, 7.89734, -9.34682)
H (3.85330, 6.29702, -9.25717)
H (3.75476, 7.97208, -9.54314)
H (2.47947, 6.01981, -11.44959)
H (4.22023, 6.38720, -11.64719)
H (4.22530, 7.61290, -13.68153)
H (2.88289, 8.61204, -13.99335)
H (2.56037, 6.85816, -13.88813)
C (9.75752, 4.39506, -6.39880)
O (9.53032, 4.90699, -5.08325)
C (8.14507, 4.95045, -4.72024)
C (7.89541, 5.80857, -3.49406)
N (6.46201, 5.88164, -3.06197)
C (5.86648, 4.60434, -2.57583)
C (6.11014, 4.31381, -1.07211)
O (6.10985, 5.52185, -0.23284)
C (6.31319, 5.20836, 1.15223)
H (9.30323, 5.14426, -7.04719)
H (9.32067, 3.42576, -6.63902)
H (10.81838, 4.39570, -6.64914)
H (7.81487, 3.91969, -4.59144)
H (7.51297, 5.30878, -5.53274)
H (8.14983, 6.84133, -3.73233)
H (8.57690, 5.38717, -2.75508)
H (6.42824, 6.51422, -2.27534)
H (5.87279, 3.71267, -3.20272)
H (4.81329, 4.88418, -2.59976)
H (7.12956, 3.92885, -1.04631)
H (5.42522, 3.54474, -0.71499)
H (5.58363, 4.53538, 1.60273)
H (6.27638, 6.13461, 1.72562)
H (7.27665, 4.72314, 1.30846)
C (7.52787, -3.91447, 7.61274)
O (8.11779, -2.58516, 7.60470)
C (7.24323, -1.55574, 7.91227)
C (7.91960, -0.18842, 7.75589)
N (8.61006, 0.06094, 9.03203)
C (9.19486, 1.40376, 9.08397)
C (10.59850, 1.43717, 8.45392)
O (11.63533, 0.88924, 9.21295)
C (12.95811, 1.08096, 8.76467)
H (6.67928, -3.97644, 6.93146)
H (7.21272, -4.04504, 8.64799)
H (8.17095, -4.75216, 7.34288)
H (6.81619, -1.67902, 8.90753)
H (6.36985, -1.48944, 7.26350)
H (7.12247, 0.52096, 7.53346)
H (8.57912, -0.25628, 6.89071)
H (9.21301, -0.73161, 9.20056)
H (9.44346, 1.69494, 10.10451)
H (8.56879, 2.18309, 8.64948)
H (10.86028, 2.48109, 8.28124)
H (10.64804, 0.90836, 7.50209)
H (13.00005, 0.42138, 7.89789)
H (13.72363, 0.83897, 9.50191)
H (13.20867, 2.05936, 8.35474)
C (-7.02044, 1.12645, 8.13512)
O (-6.23691, 1.30439, 6.90883)
C (-5.29169, 0.31598, 6.60346)
C (-5.82196, -1.07061, 6.25543)
N (-6.99754, -0.97905, 5.42773)
C (-7.33754, -2.25321, 4.79615)
C (-6.48948, -2.77848, 3.66771)
O (-6.98329, -3.94880, 3.08684)
C (-6.35810, -4.35864, 1.90855)
H (-7.55572, 2.02984, 8.42745)
H (-6.30322, 0.82425, 8.89826)
H (-7.68439, 0.26207, 8.14634)
H (-4.55418, 0.24983, 7.40334)
H (-4.83521, 0.67969, 5.68290)
H (-6.12898, -1.58348, 7.16691)
H (-5.05193, -1.63971, 5.73460)
H (-7.81601, -0.58605, 5.87019)
H (-8.33839, -2.14624, 4.37786)
H (-7.35469, -3.12891, 5.44496)
H (-5.48163, -3.04491, 3.98606)
H (-6.52219, -2.00940, 2.89599)
H (-6.57581, -3.64161, 1.11700)
H (-6.70391, -5.34340, 1.59426)
H (-5.28745, -4.52471, 2.02790)
C (-6.55427, 6.85081, 0.86454)
O (-6.86982, 5.52722, 1.41237)
C (-6.25494, 4.37104, 0.82294)
C (-6.46141, 3.15632, 1.70573)
N (-7.85350, 2.95642, 2.11470)
C (-8.52295, 2.39186, 0.93399)
C (-9.97730, 2.03917, 1.23714)
O (-10.62826, 3.25517, 1.77414)
C (-11.94584, 2.91878, 2.11393)
H (-6.85154, 6.89428, -0.18324)
H (-5.48540, 6.88562, 1.07526)
H (-7.04464, 7.64898, 1.42181)
H (-5.17051, 4.47616, 0.79046)
H (-6.53594, 4.27385, -0.22572)
H (-5.76733, 3.27004, 2.53846)
H (-6.09825, 2.23284, 1.25473)
H (-7.75796, 2.16932, 2.74033)
H (-8.01447, 1.49411, 0.58242)
H (-8.58560, 3.24023, 0.25250)
H (-10.02301, 1.21018, 1.94337)
H (-10.55333, 1.64098, 0.40185)
H (-12.11878, 2.24726, 2.95491)
H (-12.55044, 2.48312, 1.31846)
H (-12.52321, 3.79949, 2.39515)
C (-0.73525, 8.32275, 6.00377)
C (-1.15474, 7.99552, 4.56809)
C (0.02926, 7.62840, 3.56701)
O (-0.52155, 7.19647, 2.32103)
C (0.39294, 6.73371, 1.34717)
N (-2.08266, 6.91482, 4.41811)
H (-0.27260, 7.50255, 6.55271)
H (-1.66817, 8.49827, 6.53944)
H (-0.10518, 9.21088, 5.95538)
H (-1.52272, 8.89451, 4.07362)
H (0.62734, 6.84160, 4.02675)
H (0.63794, 8.51915, 3.41160)
H (1.15335, 7.49827, 1.18805)
H (-0.12915, 6.57389, 0.40377)
H (0.91489, 5.81748, 1.62320)
H (-2.15988, 6.91026, 3.41108)
H (-1.45356, 6.16788, 4.67579)
C (-1.63928, -9.16603, 3.70882)
C (-0.82436, -8.75253, 2.41197)
C (-0.64674, -7.21025, 2.32474)
O (0.31119, -6.76680, 3.21718)
C (0.72227, -5.45852, 2.89808)
N (0.49474, -9.31603, 2.54192)
H (-0.96886, -9.02181, 4.55608)
H (-1.92874, -10.21689, 3.71087)
H (-2.56901, -8.62654, 3.88948)
H (-1.31031, -9.10404, 1.50181)
H (-1.57598, -6.66621, 2.49397)
H (-0.55224, -6.94550, 1.27161)
H (1.58186, -5.25825, 3.53768)
H (-0.11404, -4.79140, 3.10695)
H (0.93695, -5.26894, 1.84638)
H (0.73371, -9.39501, 3.52005)
H (1.12288, -8.58230, 2.24663)

Summary:
HOMO level = -0.243 hartree
E_tot = -148758.426 eV
Gap between HOMO and LUMO = 8.269 eV
Net charge = -1

---

Record 2
DFT (ωB97M-V/def2-TZVPD) results for a structure of composition C75H83FGe2MoN5O5S4 in a non-equilibrium geometry.

Geometry (Å):
Mo (1.83071, 0.03556, -0.51036)
F (2.02904, 3.94941, 5.66957)
C (1.47137, 4.32068, 4.49879)
C (1.67769, 3.49036, 3.43651)
C (1.13400, 3.77623, 2.18164)
C (1.19470, 2.81315, 1.09631)
O (1.96249, 1.82291, 1.13155)
C (0.33517, 3.11452, -0.01558)
C (-0.18191, 4.37137, -0.15474)
N (-0.07344, 5.32062, 0.78160)
C (-0.57729, 6.65105, 0.48631)
C (-0.06549, 7.30346, -0.76209)
C (0.37151, 7.80914, 0.57732)
C (0.44933, 4.99239, 2.03047)
C (0.26751, 5.83706, 3.12579)
C (0.71171, 5.51447, 4.40795)
N (0.43232, 6.33637, 5.49321)
C (-0.73574, 7.20003, 5.51170)
C (-0.37224, 8.57614, 6.07275)
N (0.56300, 8.43231, 7.24624)
C (0.46830, 7.07141, 7.85347)
C (0.93618, 6.03007, 6.84170)
C (-0.00025, 2.07978, -1.00937)
O (-0.40128, 2.29593, -2.11259)
O (0.21152, 0.82295, -0.53837)
H (2.24300, 2.57960, 3.58234)
H (-0.71359, 4.63784, -1.06004)
H (-1.61377, 6.78573, 0.77331)
H (-0.75819, 7.89887, -1.33895)
H (0.65525, 6.75161, -1.35240)
H (-0.02612, 8.75750, 0.91120)
H (1.38872, 7.61792, 0.89259)
H (-0.24115, 6.77274, 2.95210)
H (-1.53638, 6.74315, 6.10352)
H (-1.13182, 7.34875, 4.51360)
H (-1.27760, 9.08439, 6.39968)
H (0.12013, 9.18802, 5.32080)
H (0.36794, 9.15021, 7.94543)
H (1.52563, 8.58086, 6.93838)
H (-0.56074, 6.91394, 8.16849)
H (1.10329, 7.02068, 8.73532)
H (0.60441, 5.05455, 7.20248)
H (2.02578, 6.02304, 6.81653)
C (-4.14982, 2.59793, 1.47370)
C (-3.57052, 1.29590, 1.95704)
C (-4.17767, 0.09124, 1.61904)
C (-3.68396, -1.12029, 2.07439)
C (-4.39148, -2.40693, 1.74776)
C (-2.51150, -1.13061, 2.85430)
C (-1.89042, 0.06867, 3.21069)
C (-0.67545, 0.10746, 4.10364)
C (-2.44159, 1.26536, 2.75811)
C (-2.02591, -2.43490, 3.38544)
C (-2.52888, -2.88636, 4.60171)
C (-2.15555, -4.11825, 5.11514)
C (-1.28275, -4.92850, 4.41185)
C (-0.76079, -4.51848, 3.18889)
C (-1.13586, -3.26895, 2.69640)
Ge (-0.44314, -2.77750, 0.90827)
S (1.48885, -1.40069, 1.17514)
S (0.42057, -4.23213, -0.55266)
Ge (-0.43210, -2.75732, -2.06637)
S (1.39031, -1.35533, -2.31361)
S (-1.75345, -1.68729, -0.55985)
C (-1.08870, -3.58764, -3.73307)
C (-2.12502, -2.97936, -4.44238)
C (-2.63327, -3.65308, -5.54787)
C (-2.11079, -4.88002, -5.92937)
C (-1.06376, -5.44746, -5.22261)
C (-0.52552, -4.80359, -4.11121)
C (0.64136, -5.39949, -3.40744)
C (1.93252, -4.91110, -3.64485)
C (2.21320, -3.78219, -4.60697)
C (3.01446, -5.55489, -3.04960)
C (2.85295, -6.67187, -2.24585)
C (4.03687, -7.40275, -1.68049)
C (1.55834, -7.13075, -2.01218)
C (0.45217, -6.51940, -2.57627)
C (-0.92791, -7.06530, -2.32325)
C (-2.64173, -1.63223, -4.07976)
C (-3.75199, -1.49793, -3.24043)
C (-4.45914, -2.71091, -2.69708)
C (-4.22952, -0.22145, -2.96012)
C (-3.64440, 0.90889, -3.51004)
C (-4.20201, 2.28138, -3.24904)
C (-2.55135, 0.75220, -4.35588)
C (-2.04537, -0.50164, -4.66147)
C (-0.90437, -0.64947, -5.63440)
C (0.16978, -5.42239, 2.45899)
C (-0.32228, -6.34194, 1.52439)
C (-1.77757, -6.38520, 1.13550)
C (0.55636, -7.26828, 0.97331)
C (1.89858, -7.30509, 1.32427)
C (2.80423, -8.38405, 0.80342)
C (2.37376, -6.35014, 2.21801)
C (1.53204, -5.41107, 2.79413)
C (2.06660, -4.41232, 3.78856)
H (-5.22415, 2.63497, 1.65658)
H (-3.99535, 2.70535, 0.39712)
H (-3.68408, 3.44642, 1.97794)
H (-5.07222, 0.10449, 1.00535)
H (-5.29425, -2.21980, 1.16911)
H (-4.66978, -2.93904, 2.65815)
H (-3.74350, -3.06925, 1.16920)
H (-0.50028, -0.85244, 4.58478)
H (-0.79440, 0.86596, 4.87951)
H (0.21640, 0.36509, 3.52698)
H (-1.99297, 2.19830, 3.07772)
H (-3.22485, -2.25593, 5.14189)
H (-2.55306, -4.45078, 6.06509)
H (-0.99859, -5.90056, 4.79556)
H (-3.44496, -3.20627, -6.10893)
H (-2.51063, -5.38860, -6.79685)
H (-0.62546, -6.38455, -5.54262)
H (1.30535, -3.26722, -4.91471)
H (2.69377, -4.17422, -5.50507)
H (2.89120, -3.05440, -4.15948)
H (4.01412, -5.18565, -3.25516)
H (4.97059, -6.90377, -1.93312)
H (4.07485, -8.41745, -2.07976)
H (3.96381, -7.48064, -0.59542)
H (1.41235, -8.00384, -1.38492)
H (-0.93741, -7.68413, -1.42687)
H (-1.25699, -7.68622, -3.15890)
H (-1.65966, -6.26356, -2.20970)
H (-3.75577, -3.46940, -2.35143)
H (-5.07447, -3.16678, -3.47587)
H (-5.11119, -2.43500, -1.86923)
H (-5.09783, -0.11460, -2.31787)
H (-4.88558, 2.26976, -2.40082)
H (-4.75516, 2.63598, -4.12081)
H (-3.39368, 2.98957, -3.05918)
H (-2.10248, 1.63245, -4.80419)
H (-0.63768, 0.31719, -6.05813)
H (-1.17636, -1.31519, -6.45380)
H (-0.02051, -1.07567, -5.15074)
H (-2.29418, -5.45512, 1.37038)
H (-2.28890, -7.19191, 1.66484)
H (-1.87792, -6.57847, 0.06689)
H (0.17065, -7.99616, 0.26665)
H (2.50089, -8.71664, -0.18837)
H (2.76028, -9.25142, 1.46549)
H (3.84103, -8.05179, 0.76906)
H (3.42355, -6.35514, 2.49077)
H (3.15203, -4.47207, 3.84691)
H (1.66499, -4.60120, 4.78573)
H (1.78681, -3.39268, 3.51081)
N (3.92477, -0.85717, -0.78051)
N (3.88584, 0.14993, 0.21026)
H (4.13935, -1.77225, -0.40004)
H (4.56751, -0.65538, -1.54156)
H (4.28841, 1.05477, -0.16578)
H (4.32763, -0.09836, 1.08923)
C (1.17681, 6.63675, -4.90237)
C (1.84186, 5.51820, -4.15980)
C (1.59743, 4.19772, -4.52128)
C (2.15191, 3.13226, -3.83586)
C (1.90322, 1.75196, -4.37728)
C (2.98041, 3.40627, -2.71993)
C (3.32364, 4.73992, -2.40020)
C (4.29186, 5.09046, -1.30424)
C (2.72947, 5.76550, -3.11690)
C (3.41505, 2.34358, -1.81855)
O (4.43437, 2.34985, -1.13230)
O (2.55752, 1.31781, -1.64562)
H (0.09131, 6.53495, -4.85048)
H (1.44691, 6.60249, -5.95884)
H (1.45646, 7.60980, -4.50416)
H (0.96076, 3.99213, -5.37495)
H (1.89341, 1.78710, -5.46604)
H (0.93443, 1.37424, -4.04207)
H (2.66498, 1.03504, -4.07909)
H (3.98261, 4.67500, -0.34338)
H (4.38387, 6.17098, -1.21672)
H (5.27576, 4.67984, -1.52642)
H (2.98290, 6.78937, -2.86780)

Summary:
HOMO level = -0.486 hartree
E_tot = -257741.375 eV
ΔE to the lowest compared entry with this formula, charge and spin = 3.8 kJ/mol
Gap between HOMO and LUMO = 4.660 eV
Net charge = +3

---

Question: Which of these has the lowest gap between HOMO and LUMO?
Answer: C75H83FGe2MoN5O5S4